# 1
C4H4S4 | wB97M-V/def2-TZVPD

Computed properties:
Highest occupied orbital energy (spin up / spin down) (eV): -6.46 / -8.88
Relative energy (zero: lowest compared OMol25 entry of this formula, charge and spin) (kJ/mol): 0.0
<S²>: 2.032
E (eV): -47551.0233

```
! RIJCOSX wB97M-V def2-TZVPD def2/J DEFGRID3
* xyz 0 3
S -1.340 0.873 -1.403
S 2.850 0.277 -2.816
S 2.185 -0.853 0.140
S 0.016 1.088 -2.971
C 1.108 -0.050 -0.785
C -0.783 -0.458 0.967
C 1.284 0.304 -2.123
C -0.372 0.120 -0.295
H 2.404 0.206 -4.089
H -0.048 -1.199 1.474
H -1.720 -0.930 1.034
H -0.947 0.363 1.841
*
```

Mulliken atomic charge list, values in e, 4 entries: atom 1 (S): -0.201, atom 2 (S): -0.156, atom 3 (S): -0.241, atom 4 (S): -0.062

***

# 2
C15H31NO2P2V | wB97M-V/def2-TZVPD

Computed properties:
Highest occupied orbital energy (spin up / spin down) (eV): -14.21 / -14.21
Relative energy (zero: lowest compared OMol25 entry of this formula, charge and spin) (kJ/mol): 362.3
<S²>: 0.939
E (eV): -65881.3398

```
! RIJCOSX wB97M-V def2-TZVPD def2/J DEFGRID3
* xyz 2 2
V -2.383 0.089 0.468
P -1.510 1.795 -0.733
P -1.394 -1.821 -0.171
O -3.759 -0.047 2.135
O -4.642 0.948 0.416
N -4.777 0.357 1.518
C 3.516 2.129 1.060
C -2.093 -0.694 -1.550
C -0.152 2.887 -1.374
C 4.639 0.254 -0.238
C -0.195 -2.647 -1.393
C 4.489 1.012 1.121
C -2.718 -3.097 -0.105
C 1.402 0.899 1.672
C 3.538 -0.740 -0.482
C 2.012 -0.503 1.599
C -0.999 0.339 -1.755
C -2.789 2.339 -1.964
C 2.529 -1.101 0.327
C 2.193 2.050 1.103
C -2.538 -1.705 2.734
H -2.073 -0.917 3.343
H 1.224 -1.208 1.901
H 1.611 2.963 0.873
H -2.376 -1.343 -2.376
H -0.004 0.041 -1.386
H -3.413 3.115 -1.508
H 0.177 -3.620 -1.018
H 2.092 -2.080 0.120
H -3.422 1.497 -2.271
H 5.461 1.453 1.346
H -2.696 -3.786 -0.967
H -2.532 -3.650 0.827
H 0.395 0.891 1.233
H 0.837 2.418 -1.303
H 1.186 1.078 2.746
H 5.642 -0.217 -0.261
H -2.270 2.737 -2.847
H -1.845 -2.556 2.611
H -0.931 0.623 -2.806
H -3.706 -2.609 -0.037
H -3.495 -2.054 3.146
H -0.330 3.101 -2.438
H 3.609 -1.186 -1.486
H 2.766 -0.527 2.392
H -0.709 -2.837 -2.359
H 4.010 3.110 0.961
H -0.105 3.851 -0.857
H -3.105 -0.300 -1.205
H 4.307 0.267 1.884
H 4.642 1.011 -1.043
H 0.681 -2.006 -1.604
*
```

Mulliken atomic charge list, values in e, 4 entries: atom 1 (V): 0.017, atom 2 (P): 0.677, atom 3 (P): 0.740, atom 4 (O): -0.456

***

# 3
C6H10 | wB97M-V/def2-TZVPD

Computed properties:
Highest occupied orbital energy (spin up / spin down) (eV): -7.21 / -7.21
Relative energy (zero: lowest compared OMol25 entry of this formula, charge and spin) (kJ/mol): 570.1
E (eV): -6377.9505

```
! RIJCOSX wB97M-V def2-TZVPD def2/J DEFGRID3
* xyz 0 1
C 0.631 0.178 -0.647
C -1.289 -1.094 1.232
C -0.031 -1.095 -0.765
C -0.439 -0.328 1.736
C 0.682 0.433 1.833
C -0.140 1.412 -1.059
H 1.696 0.222 -0.463
H -2.190 -1.623 1.496
H 0.651 -0.626 -1.760
H 0.619 1.513 1.948
H 0.309 1.934 -1.911
H -0.199 2.110 -0.224
H -1.011 -1.172 -1.216
H -1.166 1.135 -1.323
H 1.568 -0.025 2.279
H 0.505 -2.005 -0.518
*
```

Mulliken atomic charge list, values in e, 4 entries: atom 1 (C): 0.150, atom 2 (C): -0.702, atom 3 (C): -1.104, atom 4 (C): 0.467

***

# 4
C11H9NNiO4S | wB97M-V/def2-TZVPD

Computed properties:
Highest occupied orbital energy (spin up / spin down) (eV): -15.56 / -15.43
Relative energy (zero: lowest compared OMol25 entry of this formula, charge and spin) (kJ/mol): 0.0
<S²>: 2.031
E (eV): -73090.2174

```
! RIJCOSX wB97M-V def2-TZVPD def2/J DEFGRID3
* xyz 2 3
Ni -0.053 1.481 -0.615
S -0.059 -0.962 -0.456
O 0.038 4.381 -0.735
O -0.214 1.933 2.269
O 2.828 1.356 -0.666
O -3.010 1.056 -0.300
N -1.085 -1.549 1.892
C 1.306 -1.866 3.180
C 1.771 1.585 -1.051
C -0.069 -0.299 -4.586
C 0.079 -1.432 1.161
C -0.268 1.838 1.118
C -1.866 1.148 -0.424
C -1.089 -1.742 3.247
C -0.073 1.012 -4.896
C 0.168 3.230 -0.712
C 1.279 -1.729 1.803
C 0.116 -1.873 3.924
H 2.257 -1.955 3.703
H -1.979 -1.448 1.398
H 0.861 1.558 -5.083
H 2.168 -1.794 1.166
H 0.867 -0.868 -4.507
H 0.110 -1.986 5.003
H -1.002 -0.869 -4.480
H -2.072 -1.765 3.710
H -1.010 1.559 -5.061
*
```

Mulliken atomic charge list, values in e, 4 entries: atom 1 (Ni): -0.136, atom 2 (S): -0.218, atom 3 (O): -0.100, atom 4 (O): -0.116

***

# 5
C2H2OS | wB97M-V/def2-TZVPD

Computed properties:
Highest occupied orbital energy (eV): -9.15
Relative energy (zero: lowest compared OMol25 entry of this formula, charge and spin) (kJ/mol): 121.4
E (eV): -14986.4531

```
! RIJCOSX wB97M-V def2-TZVPD def2/J DEFGRID3
* xyz 0 1
S 1.463 -0.936 -0.739
O 2.970 0.827 -2.240
C 3.266 0.217 -1.307
C 0.355 -0.456 0.474
H -0.191 0.436 0.248
H 0.094 -1.069 1.319
*
```

Mulliken atomic charge list, values in e, 4 entries: atom 1 (S): -0.116, atom 2 (O): -0.167, atom 3 (C): 0.153, atom 4 (C): -0.403

***

# 6
CH3NO3S | wB97M-V/def2-TZVPD

Computed properties:
Highest occupied orbital energy (eV): -9.58
Relative energy (zero: lowest compared OMol25 entry of this formula, charge and spin) (kJ/mol): 258.2
E (eV): -19550.6390

```
! RIJCOSX wB97M-V def2-TZVPD def2/J DEFGRID3
* xyz 0 1
S 2.174 -0.041 0.398
O 2.300 -0.912 -0.708
O 2.210 1.492 -0.158
O -1.534 0.150 -0.246
N 0.498 -0.096 0.659
C -0.333 0.619 -0.093
H -1.569 -0.788 0.227
H 0.172 -1.019 1.126
H 1.569 1.634 -0.822
*
```

Mulliken atomic charge list, values in e, 4 entries: atom 1 (S): 0.580, atom 2 (O): -0.470, atom 3 (O): -0.391, atom 4 (O): -0.241

***

# 7
C5H8N2 | wB97M-V/def2-TZVPD

Computed properties:
Highest occupied orbital energy (eV): -10.43
Structure (SMILES): CCC1N=CC=N1
Relative energy (zero: lowest compared OMol25 entry of this formula, charge and spin) (kJ/mol): 82.4
E (eV): -8294.1425

```
! RIJCOSX wB97M-V def2-TZVPD def2/J DEFGRID3
* xyz 0 1
N 0.903 -1.011 -0.937
N 1.097 1.019 0.284
C 1.659 0.059 0.913
C -1.035 0.346 -0.830
C 1.503 -1.215 0.171
C -1.570 0.227 0.592
C 0.507 0.391 -0.894
H -1.124 -0.631 1.107
H 1.820 -2.206 0.485
H -1.462 1.219 -1.318
H 2.164 0.191 1.868
H 0.862 0.928 -1.780
H -1.340 1.121 1.179
H -1.328 -0.533 -1.417
H -2.656 0.094 0.578
*
```

Mulliken atomic charge list, values in e, 4 entries: atom 1 (N): -0.521, atom 2 (N): -0.526, atom 3 (C): -0.088, atom 4 (C): -0.548

***

# 8
C42H41ClHgO2P2 | wB97M-V/def2-TZVPD

Computed properties:
Highest occupied orbital energy (spin up / spin down) (eV): -6.06 / -6.08
Relative energy (zero: lowest compared OMol25 entry of this formula, charge and spin) (kJ/mol): 227.2
E (eV): -83579.7356

```
! RIJCOSX wB97M-V def2-TZVPD def2/J DEFGRID3
* xyz 0 1
Hg -0.651 2.558 -1.882
Cl -2.257 0.917 9.006
P -1.472 -0.973 -0.955
P 2.727 -0.448 0.253
O -0.845 1.392 2.565
O -0.910 -0.894 2.722
C -0.666 -0.790 -3.667
C 5.477 -0.937 0.513
C 3.287 3.565 -0.547
C -1.608 -0.541 6.821
C -2.896 -3.435 -1.477
C -1.050 0.293 3.144
C 0.217 -1.552 -0.600
C -1.682 -0.124 -2.746
C -2.394 1.574 -0.001
C 0.561 2.643 -3.632
C -3.844 -4.685 0.382
C 4.091 3.547 -1.689
C 3.296 1.130 -0.462
C -1.973 1.347 -3.088
C 1.491 -1.087 -0.870
C 6.378 -2.921 1.565
C -1.888 1.648 5.097
C -2.371 -2.508 -0.561
C -4.096 -0.124 -0.136
C 6.570 -1.671 0.972
C -1.354 -0.687 5.457
C 3.990 -2.735 1.206
C -1.992 0.712 7.328
C 4.093 1.121 -1.626
C 4.467 2.321 -2.241
C 0.521 0.110 -4.047
C 4.176 -1.457 0.637
C -2.719 0.219 -0.218
C 2.877 2.373 0.051
C -2.529 -2.721 0.817
C -5.083 0.866 -0.033
C -3.640 -4.520 -0.992
C -3.372 2.564 0.087
C 5.088 -3.451 1.680
C 0.839 1.308 -3.165
C -3.277 -3.789 1.300
C -4.721 2.219 -0.002
C -1.748 1.870 -4.520
C -0.520 2.842 -4.697
C -2.151 1.804 6.458
C 1.958 -0.023 1.809
C -1.459 0.413 4.595
H 2.978 -3.146 1.288
H -3.051 3.604 0.179
H -1.694 1.040 -5.240
H 5.063 2.294 -3.155
H -0.913 3.883 -4.618
H 1.732 1.132 -2.563
H 5.631 0.053 0.075
H -1.356 1.868 0.173
H -2.466 2.765 6.851
H -4.446 -5.517 0.762
H -4.403 -1.175 -0.186
H -0.317 -1.715 -3.192
H -2.985 1.611 -2.758
H 1.951 -1.310 -1.847
H -6.135 0.568 -0.026
H 1.343 3.406 -3.546
H 2.962 4.515 -0.115
H 0.169 -2.557 -0.156
H -1.994 2.480 4.408
H 4.437 0.176 -2.047
H 2.702 0.415 2.482
H 1.147 0.696 1.627
H 2.239 2.415 0.928
H 1.507 -0.915 2.260
H -4.068 -5.249 -1.687
H -0.109 2.738 -5.706
H 7.570 -1.248 0.874
H -2.644 2.449 -4.835
H -2.073 -2.017 1.518
H -3.397 -3.903 2.379
H -1.195 -1.107 -4.588
H 0.335 0.452 -5.078
H -2.639 -0.664 -2.880
H 4.410 4.479 -2.155
H -1.506 -1.382 7.499
H -2.728 -3.315 -2.551
H -1.065 -1.657 5.060
H 7.230 -3.478 1.944
H 1.410 -0.539 -4.108
H -5.497 2.992 -0.033
H 4.929 -4.422 2.148
*
```

Mulliken atomic charge list, values in e, 4 entries: atom 1 (Hg): 0.530, atom 2 (Cl): -0.235, atom 3 (P): 1.437, atom 4 (P): 2.091

***

# 9
C6H9NO | wB97M-V/def2-TZVPD

Computed properties:
Highest occupied orbital energy (eV): -8.35
Structure (SMILES): C=C(N)C(=C)CC=O
Relative energy (zero: lowest compared OMol25 entry of this formula, charge and spin) (kJ/mol): 336.9
E (eV): -9902.1123

```
! RIJCOSX wB97M-V def2-TZVPD def2/J DEFGRID3
* xyz 0 1
O 3.668 -0.432 0.044
N -1.303 1.757 -0.589
C 0.144 -1.609 -0.863
C -2.195 0.033 0.832
C 2.600 -0.603 0.551
C 0.223 -0.433 -0.287
C 1.178 0.477 0.234
C -1.254 0.516 0.019
H 0.959 0.914 1.206
H 1.035 -2.130 -1.179
H -0.836 1.829 -1.480
H -2.205 2.217 -0.580
H 2.446 -1.348 1.371
H -2.064 -0.899 1.357
H -3.143 0.538 0.974
H 1.565 1.200 -0.483
H -0.816 -2.025 -1.128
*
```

Mulliken atomic charge list, values in e, 4 entries: atom 1 (O): -0.435, atom 2 (N): -0.488, atom 3 (C): -0.904, atom 4 (C): -1.076